C12H28BClFLiNO7S | the ωB97M-V functional and the def2-TZVPD basis

```
53
Properties=species:S:1:pos:R:3:nbo_charge:R:1
C 1.828 2.046 0.983 -0.6310
C 1.297 2.128 -0.452 -0.0839
O -0.133 2.204 -0.371 -0.6894
B -0.726 1.167 -1.005 1.3135
O -1.283 1.300 -2.238 -0.8800
N -0.795 -0.234 -0.329 -0.8183
C 0.567 -0.905 -0.472 -0.2170
C 1.310 -1.243 0.807 -0.4105
C 2.715 -1.783 0.443 -0.5301
C 3.482 -0.878 -0.512 0.9105
O 3.601 0.324 -0.342 -0.7683
O 4.022 -1.466 -1.558 -0.5214
C 3.257 -1.265 -2.810 -0.0575
C 4.135 -0.846 -3.938 -0.6451
H 1.750 1.066 1.399 0.2238
H 1.182 2.680 1.587 0.2929
H 2.856 2.375 1.115 0.1627
H 1.693 3.041 -0.910 0.1811
H 1.628 1.316 -1.092 0.1495
H -1.113 0.562 -2.834 0.5014
H -1.141 -0.168 0.650 0.5087
H -1.483 -0.809 -0.808 0.4210
H 1.175 -0.256 -1.081 0.1993
H 0.448 -1.834 -1.026 0.2216
H 1.389 -0.426 1.506 0.2523
H 0.787 -2.036 1.341 0.2323
H 3.285 -1.816 1.373 0.2869
H 2.633 -2.788 0.042 0.2384
H 2.791 -2.218 -3.047 0.2291
H 2.501 -0.494 -2.644 0.1308
H 4.925 -1.575 -4.104 0.3138
H 4.546 0.158 -3.796 0.1653
H 3.527 -0.861 -4.839 0.2421
O 3.995 1.319 3.202 -1.3014
H 4.116 0.718 2.459 0.3575
C -5.907 -0.498 1.972 -0.4083
C -5.444 0.167 0.670 -0.4079
C -4.212 1.022 1.002 -0.6736
S -3.431 0.251 2.431 2.2020
O -3.490 1.151 3.519 -0.8677
O -2.160 -0.351 2.031 -1.0232
C -4.651 -1.058 2.629 -0.6646
H -6.642 -1.280 1.787 0.2165
H -6.364 0.249 2.624 0.2209
H -5.177 -0.609 -0.055 0.1875
H -6.230 0.774 0.223 0.2235
H -3.506 1.054 0.177 0.2190
H -4.468 2.037 1.298 0.3054
H -4.772 -1.275 3.687 0.2536
H -4.289 -1.943 2.104 0.2228
Li 3.875 1.917 -0.098 0.9394
F 4.396 -3.291 -5.085 -0.9757
Cl -2.296 3.177 2.383 -0.9503
```

## Properties
LUMO energy: 0.757 eV
HOMO-LUMO gap: 5.07 eV
calculated total energy: -2046.06356 Ha
HOMO level: -4.315 eV
total charge: -1